Version A
Formula: C4H8N2
Source: the OMol25 dataset
Level of theory: ωB97M-V/def2-TZVPD

Last column: Mulliken charge in e.
CARTESIAN COORDINATES (ANGSTROEM)
1 C -1.58 1.07 -1.62  -0.918
2 C -1.58 1.10 -0.31  0.582
3 N -1.63 0.91 0.90  -0.612
4 H -2.31 0.39 -2.06  0.235
5 H -1.22 1.90 -2.20  0.283
6 H -1.20 -0.03 0.98  0.462
7 C 0.90 -0.84 1.78  -0.217
8 N 0.39 -0.91 0.63  -0.455
9 C 1.30 -0.54 -0.46  -0.944
10 H 0.39 -1.24 2.66  0.270
11 H 1.89 -0.39 1.93  0.288
12 H 1.36 0.54 -0.64  0.273
13 H 0.99 -1.03 -1.38  0.293
14 H 2.30 -0.92 -0.20  0.459

Calculated values
Spin multiplicity: 1
SMILES string: C=C=N.C=NC
E_HOMO, Eh: -0.3175
M, g/mol: 84.12
HOMO-LUMO gap, eV: 9.631
Lowest unoccupied orbital energy, eV: 0.991



Version B
Formula: C4H8N2
Source: the OMol25 dataset
Level of theory: ωB97M-V/def2-TZVPD

Last column: Mulliken charge in e.
CARTESIAN COORDINATES (ANGSTROEM)
1 C 1.09 -0.72 0.16  -0.192
2 C 0.40 0.37 1.14  -0.566
3 C -1.21 -0.40 -0.94  -0.587
4 C 0.28 -0.72 -1.10  -0.566
5 N -0.47 1.30 0.53  0.132
6 N -1.38 1.03 -0.40  -0.687
7 H 2.11 -0.25 -0.03  0.210
8 H 1.15 -1.69 0.84  0.300
9 H -0.09 -0.44 1.81  0.210
10 H 1.03 0.99 1.81  0.394
11 H -1.78 -0.31 -1.83  0.371
12 H -1.64 -1.08 -0.27  0.327
13 H 0.51 -0.32 -2.01  0.368
14 H 0.01 2.25 0.29  0.285

Calculated values
Spin multiplicity: 1
E_HOMO (alpha / beta), Eh: -0.2685 / -0.2936
M, g/mol: 84.12
HOMO-LUMO gap (alpha / beta), eV: 7.392 / 8.682
Lowest unoccupied orbital energy (alpha / beta), eV: 0.086 / 0.692



Name the most stable of them. version A.



Version A
Formula: C2H2ClF3
Source: the OMol25 dataset
Level of theory: ωB97M-V/def2-TZVPD

Last column: Mulliken charge in e.
CARTESIAN COORDINATES (ANGSTROEM)
1 F -1.36 0.62 1.02  -0.231
2 C -0.94 -0.41 0.23  0.290
3 F -1.99 -0.82 -0.54  -0.249
4 C 0.28 0.00 -0.58  0.126
5 F 0.21 1.37 -0.58  -0.229
6 Cl 1.92 -0.39 0.22  -0.173
7 H -0.67 -1.25 0.82  0.194
8 H 0.32 -0.33 -1.65  0.272

Calculated values
Spin multiplicity: 1
SMILES string: FC(F)[C@@H](F)Cl
E_HOMO, Eh: -0.4360
M, g/mol: 118.48
HOMO-LUMO gap, eV: 12.581
Lowest unoccupied orbital energy, eV: 0.717



Version B
Formula: C2H2ClF3
Source: the OMol25 dataset
Level of theory: ωB97M-V/def2-TZVPD

Last column: Mulliken charge in e.
CARTESIAN COORDINATES (ANGSTROEM)
1 F 0.99 0.86 -0.99  -0.250
2 C -0.16 0.22 -1.02  0.221
3 F 0.00 -0.75 -1.91  -0.242
4 C -0.38 -0.46 0.29  0.052
5 F 0.58 -1.34 0.55  -0.221
6 Cl -0.51 0.73 1.55  -0.172
7 H -0.96 0.92 -1.23  0.302
8 H -1.33 -0.84 0.40  0.311

Calculated values
Spin multiplicity: 1
SMILES string: FC(F)[C@@H](F)Cl
E_HOMO, Eh: -0.4212
M, g/mol: 118.48
HOMO-LUMO gap, eV: 12.276
Lowest unoccupied orbital energy, eV: 0.816



Version C
Formula: C2H2ClF3
Source: the OMol25 dataset
Level of theory: ωB97M-V/def2-TZVPD

Last column: Mulliken charge in e.
CARTESIAN COORDINATES (ANGSTROEM)
1 F 0.72 -1.27 0.99  -0.220
2 C 0.63 -0.51 -0.13  0.222
3 F 1.71 0.39 -0.08  -0.254
4 C -0.54 0.47 -0.06  0.067
5 F -0.36 1.21 1.05  -0.227
6 Cl -2.10 -0.34 0.18  -0.162
7 H 0.61 -1.16 -1.05  0.280
8 H -0.66 1.21 -0.90  0.294

Calculated values
Spin multiplicity: 1
SMILES string: FC(F)[C@H](F)Cl
E_HOMO, Eh: -0.4277
M, g/mol: 118.48
HOMO-LUMO gap, eV: 12.441
Lowest unoccupied orbital energy, eV: 0.802



Name the most stable of them. version C.



Version A
Formula: C2H2ClF3
Source: the OMol25 dataset
Level of theory: ωB97M-V/def2-TZVPD

Last column: Mulliken charge in e.
CARTESIAN COORDINATES (ANGSTROEM)
1 F 1.67 0.16 0.61  -0.223
2 C 0.40 0.44 0.32  0.669
3 F -0.29 0.71 1.42  -0.225
4 F 0.51 1.72 -0.20  -0.262
5 C -0.43 -0.40 -0.56  -0.416
6 Cl -0.60 -2.00 0.42  -0.175
7 H -1.47 0.05 -0.57  0.305
8 H 0.21 -0.67 -1.45  0.327

Calculated values
Spin multiplicity: 1
SMILES string: FC(F)(F)CCl
E_HOMO, Eh: -0.4276
M, g/mol: 118.48
HOMO-LUMO gap, eV: 12.286
Lowest unoccupied orbital energy, eV: 0.651



Version B
Formula: C2H2ClF3
Source: the OMol25 dataset
Level of theory: ωB97M-V/def2-TZVPD

Last column: Mulliken charge in e.
CARTESIAN COORDINATES (ANGSTROEM)
1 C -0.49 -0.07 1.12  -0.255
2 C 0.46 0.11 -1.02  0.386
3 F -1.41 -0.95 0.89  -0.199
4 F -0.05 -1.05 -1.42  -0.176
5 F -0.15 1.20 -1.50  -0.185
6 Cl 2.17 0.27 -1.23  -0.127
7 H -0.92 0.85 1.57  0.242
8 H 0.40 -0.36 1.59  0.314

Calculated values
Spin multiplicity: 1
E_HOMO, Eh: -0.3346
M, g/mol: 118.49
HOMO-LUMO gap, eV: 9.349
Lowest unoccupied orbital energy, eV: 0.245



Name the most stable of them. version A.



Version A
Formula: C4H12N3
Source: the OMol25 dataset
Level of theory: ωB97M-V/def2-TZVPD

Last column: Mulliken charge in e.
CARTESIAN COORDINATES (ANGSTROEM)
1 C -1.28 0.60 0.48  0.366
2 C -1.50 2.01 -0.03  -1.353
3 C 2.05 -1.30 -0.04  -1.321
4 C 0.61 -0.80 -0.47  -0.439
5 N -2.69 -1.54 -0.64  -0.745
6 N -2.18 -0.38 -0.08  0.238
7 N 0.20 0.31 0.49  -0.120
8 H -2.58 2.02 0.11  0.449
9 H -1.26 1.98 -1.10  0.386
10 H -0.98 2.53 0.68  0.407
11 H 2.39 -2.25 -0.51  0.372
12 H 2.81 -0.62 -0.25  0.376
13 H 1.91 -1.59 0.96  0.422
14 H 0.02 -1.65 -0.26  0.220
15 H 0.25 -0.52 -1.47  0.472
16 H -2.00 -2.31 -0.44  0.275
17 H -2.97 0.32 -0.22  0.230
18 H 0.63 1.09 0.02  0.385
19 H 0.57 0.28 1.44  0.381

Calculated values
Spin multiplicity: 1
E_HOMO (alpha / beta), Eh: -0.4774 / -0.4741
M, g/mol: 102.16
HOMO-LUMO gap (alpha / beta), eV: 8.636 / 8.867
Charge: +1
Lowest unoccupied orbital energy (alpha / beta), eV: -4.354 / -4.036



Version B
Formula: C4H12N3
Source: the OMol25 dataset
Level of theory: ωB97M-V/def2-TZVPD

Last column: Mulliken charge in e.
CARTESIAN COORDINATES (ANGSTROEM)
1 N -0.23 2.50 -1.78  -0.291
2 C -0.34 1.17 -1.84  0.143
3 N -0.17 0.38 -0.83  0.011
4 C 0.17 0.84 0.50  -0.711
5 C 0.38 -0.31 1.52  -0.717
6 C 0.55 -1.73 0.96  -0.823
7 N -0.65 -2.21 0.24  -0.606
8 H -0.47 3.05 -2.58  0.237
9 H 0.25 2.90 -1.02  0.199
10 H -0.66 0.79 -2.79  0.373
11 H -0.51 -0.62 -0.87  0.341
12 H -0.61 1.56 0.80  0.450
13 H 1.05 1.47 0.48  0.412
14 H -0.33 -0.25 2.33  0.416
15 H 1.34 -0.13 2.00  0.327
16 H 0.78 -2.36 1.80  0.439
17 H 1.39 -1.71 0.29  0.363
18 H -1.45 -2.18 0.87  0.210
19 H -0.52 -3.16 -0.09  0.226

Calculated values
Spin multiplicity: 1
SMILES string: N/C=[NH+]\CCCN
E_HOMO, Eh: -0.5021
M, g/mol: 102.16
HOMO-LUMO gap, eV: 10.653
Charge: +1
Lowest unoccupied orbital energy, eV: -3.009



Name the most stable of them. version B.



Version A
Formula: C4H12N3
Source: the OMol25 dataset
Level of theory: ωB97M-V/def2-TZVPD

Last column: Mulliken charge in e.
CARTESIAN COORDINATES (ANGSTROEM)
1 N 0.97 -1.78 -1.86  -0.417
2 C 0.24 -0.83 -2.51  0.025
3 N -0.60 -0.06 -1.92  -0.627
4 H 1.24 -1.57 -0.91  0.196
5 H 1.70 -2.22 -2.39  0.272
6 H 0.46 -0.76 -3.57  0.358
7 H -1.05 0.54 -2.61  0.165
8 C 1.25 0.37 1.50  -1.247
9 C -0.17 0.78 1.67  0.853
10 C -0.62 1.68 2.52  -0.971
11 N -1.10 0.09 0.76  -0.170
12 H 1.88 0.94 2.18  0.376
13 H 1.40 -0.68 1.76  0.326
14 H 1.62 0.53 0.49  0.306
15 H -1.69 1.89 2.59  0.234
16 H 0.04 2.22 3.17  0.280
17 H -0.74 0.12 -0.26  0.288
18 H -2.04 0.47 0.76  0.370
19 H -1.16 -0.90 0.99  0.384

Calculated values
Spin multiplicity: 1
E_HOMO, Eh: -0.5103
M, g/mol: 102.16
HOMO-LUMO gap, eV: 11.011
Charge: +1
Lowest unoccupied orbital energy, eV: -2.875



Version B
Formula: C4H12N3
Source: the OMol25 dataset
Level of theory: ωB97M-V/def2-TZVPD

Last column: Mulliken charge in e.
CARTESIAN COORDINATES (ANGSTROEM)
1 C 1.88 3.12 -1.24  -0.560
2 C 0.36 -1.68 0.97  -0.931
3 C -0.90 -1.11 -0.87  -1.400
4 C -1.65 -0.38 1.36  -0.923
5 N 0.92 2.71 -0.39  0.367
6 N 0.13 2.12 0.13  0.039
7 N -0.57 -0.69 0.45  0.160
8 H 2.66 3.59 -0.75  0.334
9 H 1.39 3.78 -1.86  0.356
10 H 2.57 2.36 -1.64  0.349
11 H 0.89 -1.19 1.91  0.302
12 H -0.11 -2.70 1.32  0.303
13 H 1.21 -1.93 0.23  0.309
14 H 0.03 -0.95 -1.35  0.433
15 H -1.34 -2.07 -0.93  0.423
16 H -1.57 -0.53 -1.30  0.525
17 H -1.95 0.70 1.57  0.210
18 H -2.55 -0.94 0.88  0.302
19 H -1.55 -0.77 2.35  0.401

Calculated values
Spin multiplicity: 1
E_HOMO (alpha / beta), Eh: -0.4345 / -0.4346
M, g/mol: 102.16
HOMO-LUMO gap (alpha / beta), eV: 5.937 / 5.940
Charge: +1
Lowest unoccupied orbital energy (alpha / beta), eV: -5.887 / -5.886



Name the most stable of them. version A.



Version A
Formula: C4H9NO
Source: the OMol25 dataset
Level of theory: ωB97M-V/def2-TZVPD

Last column: Mulliken charge in e.
CARTESIAN COORDINATES (ANGSTROEM)
1 C 0.64 1.87 0.22  -1.035
2 C 0.32 0.51 -0.62  -0.995
3 C -0.03 -0.76 0.09  0.463
4 N -1.01 -0.58 1.15  -0.584
5 C -0.45 -1.93 -0.82  -0.185
6 O -0.25 -3.08 -0.49  -0.454
7 H 1.41 1.48 0.98  0.239
8 H -0.25 2.03 0.78  0.322
9 H 1.09 2.59 -0.46  0.346
10 H 1.12 0.32 -1.27  0.505
11 H -0.50 0.90 -1.23  0.385
12 H 0.99 -1.18 0.49  0.198
13 H -0.51 -0.57 2.09  0.262
14 H -1.60 0.18 0.96  0.256
15 H -0.96 -1.76 -1.87  0.278

Calculated values
Spin multiplicity: 1
SMILES string: CC[C@@H](N)C=O
E_HOMO, Eh: -0.3412
M, g/mol: 87.12
HOMO-LUMO gap, eV: 10.015
Lowest unoccupied orbital energy, eV: 0.730



Version B
Formula: C4H9NO
Source: the OMol25 dataset
Level of theory: ωB97M-V/def2-TZVPD

Last column: Mulliken charge in e.
CARTESIAN COORDINATES (ANGSTROEM)
1 C -1.72 0.53 0.40  -1.114
2 C -0.92 -0.31 -0.60  -0.339
3 C 0.29 -1.00 0.04  -0.704
4 N 1.28 -0.06 0.54  -0.091
5 C 2.06 0.66 -0.31  -0.033
6 O 2.02 0.58 -1.52  -0.555
7 H -2.51 1.09 -0.11  0.328
8 H -2.20 -0.11 1.16  0.303
9 H -1.08 1.25 0.91  0.300
10 H -0.55 0.32 -1.41  0.317
11 H -1.56 -1.07 -1.05  0.302
12 H 0.77 -1.66 -0.69  0.273
13 H -0.03 -1.62 0.89  0.412
14 H 1.39 0.08 1.53  0.254
15 H 2.76 1.33 0.23  0.347

Calculated values
Spin multiplicity: 1
SMILES string: CCCNC=O
E_HOMO, Eh: -0.3599
M, g/mol: 87.12
HOMO-LUMO gap, eV: 10.655
Lowest unoccupied orbital energy, eV: 0.862



Version C
Formula: C4H9NO
Source: the OMol25 dataset
Level of theory: ωB97M-V/def2-TZVPD

Last column: Mulliken charge in e.
CARTESIAN COORDINATES (ANGSTROEM)
1 C 0.47 -2.18 -0.93  -1.050
2 C 0.72 -0.71 -1.26  -0.230
3 O 1.30 -0.05 -0.13  -0.348
4 C 0.52 0.71 0.66  0.088
5 N -0.50 1.33 0.27  -0.397
6 C -1.28 2.04 1.26  -0.720
7 H 1.35 -2.60 -0.45  0.289
8 H -0.39 -2.29 -0.24  0.266
9 H 0.23 -2.77 -1.83  0.353
10 H 1.44 -0.58 -2.08  0.304
11 H -0.25 -0.33 -1.50  0.297
12 H 0.91 0.71 1.69  0.362
13 H -2.32 1.73 1.17  0.249
14 H -1.25 3.12 1.07  0.236
15 H -0.95 1.87 2.30  0.300

Calculated values
Spin multiplicity: 1
SMILES string: CCO/C=N/C
E_HOMO, Eh: -0.3510
M, g/mol: 87.12
HOMO-LUMO gap, eV: 10.678
Lowest unoccupied orbital energy, eV: 1.127



Name the most stable of them. version B.



Version A
Formula: C3H8N2O
Source: the OMol25 dataset
Level of theory: ωB97M-V/def2-TZVPD

Last column: Mulliken charge in e.
CARTESIAN COORDINATES (ANGSTROEM)
1 C 1.49 -1.22 0.19  -1.433
2 N 1.13 -0.04 -0.44  -0.136
3 C 0.15 0.71 -0.03  0.464
4 O 0.14 1.92 0.04  -0.636
5 N -1.09 0.06 0.49  -0.176
6 C -1.76 -0.87 -0.33  -1.130
7 H 2.14 -1.01 1.26  0.270
8 H 1.92 -1.84 -0.41  0.534
9 H 1.08 -1.77 0.72  0.735
10 H 1.66 0.65 -0.87  0.225
11 H -1.71 0.42 0.91  0.123
12 H -1.14 -1.41 -0.51  0.478
13 H -2.29 -1.72 0.29  0.355
14 H -2.42 -0.53 -1.03  0.328

Calculated values
Spin multiplicity: 1
SMILES string: CNC(=O)NC
E_HOMO, Eh: -0.3327
M, g/mol: 88.11
HOMO-LUMO gap, eV: 9.877
Lowest unoccupied orbital energy, eV: 0.825



Version B
Formula: C3H8N2O
Source: the OMol25 dataset
Level of theory: ωB97M-V/def2-TZVPD

Last column: Mulliken charge in e.
CARTESIAN COORDINATES (ANGSTROEM)
1 C 0.95 1.25 -0.80  -0.310
2 N 0.21 0.63 -1.59  -0.359
3 C 0.62 -0.72 -2.08  -0.659
4 H 0.59 1.40 0.24  0.241
5 H 1.98 1.60 -1.12  0.306
6 H 1.67 -1.03 -1.62  0.248
7 H 0.74 -0.68 -3.19  0.275
8 H -0.07 -1.45 -1.81  0.285
9 N -0.62 -0.27 1.49  -0.306
10 C -1.65 -0.19 2.39  0.083
11 O -2.63 0.55 2.18  -0.554
12 H 0.25 -0.40 1.95  0.231
13 H -0.57 -0.01 0.51  0.244
14 H -1.48 -0.67 3.44  0.274

Calculated values
Spin multiplicity: 1
SMILES string: C=NC.NC=O
E_HOMO, Eh: -0.3215
M, g/mol: 88.11
HOMO-LUMO gap, eV: 8.709
Lowest unoccupied orbital energy, eV: -0.038



Version C
Formula: C3H8N2O
Source: the OMol25 dataset
Level of theory: ωB97M-V/def2-TZVPD

Last column: Mulliken charge in e.
CARTESIAN COORDINATES (ANGSTROEM)
1 C -0.62 -1.97 0.15  -1.002
2 C 0.06 -0.62 0.33  -0.321
3 N -0.75 0.62 0.24  -0.158
4 C -0.18 1.69 -0.27  0.413
5 N 1.18 1.57 -0.59  -0.505
6 O -0.71 2.79 -0.29  -0.642
7 H 0.03 -2.78 0.64  0.279
8 H -0.51 -2.44 -0.85  0.269
9 H -1.69 -1.80 0.53  0.299
10 H 0.55 -0.59 1.30  0.303
11 H 0.93 -0.48 -0.35  0.363
12 H -1.71 0.42 0.06  0.225
13 H 1.61 2.41 -0.99  0.260
14 H 1.81 1.18 0.10  0.216

Calculated values
Spin multiplicity: 1
SMILES string: CCNC(N)=O
E_HOMO, Eh: -0.3467
M, g/mol: 88.11
HOMO-LUMO gap, eV: 10.240
Lowest unoccupied orbital energy, eV: 0.807



Version D
Formula: C3H8N2O
Source: the OMol25 dataset
Level of theory: ωB97M-V/def2-TZVPD

Last column: Mulliken charge in e.
CARTESIAN COORDINATES (ANGSTROEM)
1 C 0.24 0.00 2.15  -1.070
2 C -0.51 0.65 1.00  -0.240
3 N 0.22 0.40 -0.24  0.896
4 O 1.37 0.63 -0.39  -0.617
5 N -0.62 -0.29 -1.14  -0.577
6 C -0.07 -0.69 -2.41  -0.784
7 H 1.19 0.45 2.25  0.324
8 H -0.08 0.25 3.16  0.345
9 H 0.21 -1.13 1.84  0.274
10 H -1.61 0.18 0.91  0.267
11 H -0.54 1.83 1.12  0.264
12 H 0.27 -1.62 -2.20  0.332
13 H 0.70 -0.05 -2.85  0.291
14 H -0.77 -0.63 -3.20  0.295

Calculated values
Spin multiplicity: 1
SMILES string: CC/[N+]([O-])=N/C
E_HOMO, Eh: -0.3366
M, g/mol: 88.11
HOMO-LUMO gap, eV: 9.790
Lowest unoccupied orbital energy, eV: 0.630



Name the most stable of them. version C.